[1]
35
Properties=species:S:1:pos:R:3 method="wB97M-V/def2-TZVPD" gap_ha=0.3368 largest_force_ha_per_bohr=0.088 relative_energy_kcal_mol=42.4 total_energy_ha=-876.523786 charge=-1
O 1.6729 0.7805 -2.1933
C 1.0753 0.0107 -1.4301
N 1.7846 -1.0391 -0.8715
C 1.3120 -1.7965 0.2827
C -0.4162 0.1435 -1.1658
N -0.6334 1.0098 0.0035
C -1.9351 0.6994 0.6728
O -1.7987 -0.3736 1.4850
H 2.7912 -0.9780 -1.0125
H 1.7708 -1.3975 1.2123
H 1.5326 -2.9053 0.1737
H 0.1860 -1.6742 0.4838
H -0.9313 0.6565 -2.0736
H -0.8920 -0.8298 -1.1114
H 0.1464 0.7633 0.6836
H -2.7379 0.5628 -0.0512
H -2.2213 1.6053 1.3361
H 2.2320 1.6676 1.2311
H 1.6934 0.6018 2.1546
O 2.4432 0.8448 1.5402
H 0.7337 2.8017 0.0469
H 1.9846 2.4308 -0.7507
O 1.7139 2.9302 0.0241
H -0.0889 0.6263 3.6086
H -0.5736 -0.2227 2.3229
O 0.2303 0.0911 2.9056
H -1.0999 -3.1088 -1.1847
H 0.2598 -2.8291 -1.8495
O -0.5526 -3.3431 -1.9282
H -0.4908 3.0697 -2.4151
H -1.2454 2.6917 -1.1769
O -1.2775 3.2418 -1.9487
H -1.8330 -1.5626 0.7470
H -2.8731 -2.6670 0.0779
O -1.9619 -2.5021 0.1710

[2]
34
Properties=species:S:1:pos:R:3 method="wB97M-V/def2-TZVPD" gap_ha=0.3291 largest_force_ha_per_bohr=0.046 total_energy_ha=-1467.538777 smiles=CSSC[C@@H](N)CO.O.O.O.O.O
C -2.9622 1.2286 -3.3472
S -2.5927 -0.2315 -2.3565
S -0.8294 0.1588 -1.4911
C -1.2814 0.4525 0.2364
C -0.0571 0.2187 1.1034
N 0.9818 1.2411 0.8850
C -0.3421 0.2005 2.5852
O 0.6991 -0.5067 3.2592
H -3.0014 1.1851 -4.4416
H -3.9475 1.5322 -2.9951
H -2.2878 2.0672 -3.0945
H -2.0646 -0.2109 0.6145
H -1.5247 1.5191 0.3023
H 0.3909 -0.7645 0.8369
H 1.8033 1.0080 1.4367
H 1.3609 1.3832 -0.0439
H -1.2330 -0.4346 2.7297
H -0.3746 1.1135 3.1760
H 0.7366 -1.4392 3.0305
O 3.0371 0.8342 3.4537
H 2.2063 0.3426 3.6366
H 3.0604 1.3931 4.2487
O -2.0539 3.8901 -0.9112
H -1.9067 4.8343 -1.0276
H -2.8768 3.6322 -1.3296
O 1.2331 -2.1134 -3.7080
H 0.4038 -1.7738 -4.0820
H 1.7494 -1.5761 -4.3379
O 1.7760 -2.8772 1.8250
H 2.7016 -2.6645 1.6501
H 1.5257 -3.3774 1.0150
O 2.0511 -3.3721 -0.6710
H 2.3039 -4.0803 -1.2631
H 1.3149 -2.8127 -0.9243

[3]
33
Properties=species:S:1:pos:R:3 method="wB97M-V/def2-TZVPD" gap_ha=0.3774 largest_force_ha_per_bohr=0.090 relative_energy_kcal_mol=56.3 total_energy_ha=-746.364938 smiles=C[C@H](O)[C@@H](N)CO.O.O.O.O.O
C 0.2248 -0.0017 -3.0390
C 0.2947 -0.7910 -1.6819
O -0.2834 -2.0903 -1.7105
C -0.2923 -0.1800 -0.3947
N -1.7205 0.2752 -0.6195
C -0.2952 -1.3018 0.5855
O -0.1354 -0.8959 1.9580
H 1.0065 -0.1633 -3.8620
H 0.4785 1.0127 -2.6419
H -0.7863 -0.0412 -3.5574
H 1.3764 -0.9714 -1.6942
H -1.0863 -2.0618 -2.2853
H 0.2904 0.7176 0.1196
H -2.1179 -0.2973 -1.3224
H -1.7414 1.1889 -0.9846
H -1.3184 -1.6774 0.6407
H 0.4033 -2.0879 0.4065
H -0.9877 -0.6515 2.3982
O -0.1958 3.1077 2.3601
H 0.5914 2.4815 2.2415
H -0.9210 2.3912 2.7530
O -2.5204 0.4438 2.3451
H -2.5215 0.6388 1.2921
H -2.7884 -0.4277 2.2415
O -0.9096 3.0078 -0.3942
H -1.0041 3.1701 0.6258
H -0.1872 3.5943 -0.6211
O 3.6249 -1.3785 -0.8876
H 3.2486 -2.2442 -0.8981
H 3.4478 -1.0897 0.0228
O 2.6322 -1.2511 1.9754
H 2.4626 -1.4505 2.8763
H 1.7307 -0.9753 1.7524

[4]
37
Properties=species:S:1:pos:R:3 method="wB97M-V/def2-TZVPD" gap_ha=0.4191 largest_force_ha_per_bohr=0.022 relative_energy_kcal_mol=0.0 total_energy_ha=-972.631631 charge=+1
O -2.3918 -0.5463 0.7051
C -1.7985 0.4967 0.5768
C -0.3268 0.4907 0.1669
C -0.2387 0.5814 -1.3695
C 0.6820 1.6803 -1.8351
O 1.2220 1.3806 -3.0098
O 0.8812 2.7434 -1.2877
N 0.3545 -0.7197 0.7288
H -2.2787 1.4715 0.7154
H 0.1851 1.3355 0.6305
H -1.2229 0.7487 -1.8252
H 0.0993 -0.3755 -1.7854
H 1.7655 2.1084 -3.3080
H 1.3538 -0.7279 0.4161
H 0.3728 -0.6913 1.7860
H -0.0647 -1.5897 0.3867
H 0.1509 -0.3421 4.1477
H 0.2053 0.9609 3.2859
O 0.4588 0.0024 3.2814
H 1.0418 -2.8396 -1.6723
H 2.0754 -3.0356 -2.8217
O 1.6981 -2.3734 -2.2384
H 3.5204 -0.2298 -0.6434
H 2.3886 -0.9107 -1.4676
O 2.5619 -0.2422 -0.7610
H -1.1667 4.4661 0.4805
H -0.1963 3.3867 -0.1004
O -0.8808 3.5468 0.5884
H -3.3978 -3.4254 -0.5049
H -2.6694 -2.0955 -0.1665
O -2.6147 -2.9068 -0.7115
H -0.5430 3.0400 2.2140
H 0.0279 3.2121 3.6577
O -0.3802 2.5688 3.0616
H -0.9868 -3.4080 -0.6872
H 0.1381 -4.3312 -0.1801
O -0.0254 -3.4303 -0.4540

[5]
36
Properties=species:S:1:pos:R:3 method="wB97M-V/def2-TZVPD" gap_ha=0.3449 largest_force_ha_per_bohr=0.039 relative_energy_kcal_mol=50.7 total_energy_ha=-802.373936 charge=-1
C 1.6115 -0.0114 1.4553
C 1.4471 1.3550 2.0866
C 0.0431 1.5769 2.5000
O -0.4091 1.7590 3.6098
N 2.8479 -0.1012 0.6760
C 2.6909 -0.0341 -0.7445
N 2.5528 -1.3433 -1.4074
H 1.4721 -0.9089 2.0652
H 0.7987 -0.1942 0.7381
H 2.2283 1.5914 2.8212
H 1.8941 2.0752 1.3948
H 0.7045 -3.5792 -1.1290
H -0.7021 1.3584 1.7256
H 3.4882 -0.8017 1.0126
H 1.7865 0.5399 -0.9477
H 3.4306 0.5779 -1.2722
H 3.4087 -1.6302 -1.8503
H 1.8010 -1.2881 -2.0648
H -1.0453 1.6550 -0.9154
H -1.5813 2.3943 0.2489
O -0.9187 2.4913 -0.4386
H -3.1110 1.0048 0.9224
H -4.1913 0.1179 1.3913
O -3.9144 1.0350 1.4870
H -1.6752 -1.6461 -2.3918
H 0.0182 -3.6844 -1.4001
O -1.5579 -0.6976 -2.4770
H 0.0085 0.4846 -2.6179
H -0.1765 1.9207 -2.9018
O 0.4336 1.2067 -3.1278
H -2.5045 -1.6419 1.4073
H -3.1006 -2.1767 0.1913
O -2.7569 -2.4994 1.0368
H -1.7185 -0.3248 -1.4718
H -1.4272 -0.5766 0.5081
O -1.8759 -0.0042 -0.1203

[6]
37
Properties=species:S:1:pos:R:3 method="wB97M-V/def2-TZVPD" gap_ha=0.3481 largest_force_ha_per_bohr=0.053 relative_energy_kcal_mol=0.0 total_energy_ha=-918.732102 charge=-1
O -1.5349 -2.6875 -0.1316
C -0.7766 -1.7386 -0.4674
O 0.0360 -1.1688 0.3224
C -0.6842 -1.4645 -1.9681
C -1.2135 -0.0203 -2.2934
C -0.1518 0.8938 -2.8753
H -1.2668 -2.2154 -2.4899
H 0.3543 -1.5779 -2.2921
H -1.8010 0.2420 -1.4182
H -1.9176 -0.1812 -3.1211
H 0.6129 1.0333 -2.0981
H 0.4481 0.5137 -3.7024
H -0.5517 1.8759 -3.1286
H -0.4904 3.3559 0.3501
H 0.7329 3.5564 -0.4795
O -0.2043 3.7975 -0.4853
H 3.6556 -1.0828 -0.6646
H 2.1913 -0.7714 -0.7639
O 3.0349 -0.5286 -1.1415
H 2.4036 2.0500 0.3984
H 3.2070 1.3019 -0.6754
O 3.0753 2.1752 -0.2957
H -1.6971 1.8469 1.8664
H -2.3907 3.1123 1.2909
O -1.5616 2.7846 1.6458
H -1.0120 -2.3037 2.3269
H -2.1635 -2.5187 1.4139
O -1.9693 -2.3965 2.3842
H -1.2452 -0.1174 1.0523
H -2.5264 -0.6663 1.6475
O -2.1448 0.1527 1.2847
H 0.5584 0.6962 1.8608
H 0.4329 0.7886 0.3578
O 0.8677 1.2198 1.1117
H 2.0026 -3.3215 0.5587
H 1.1740 -2.3054 1.3676
O 2.0675 -2.6869 1.2765

[7]
39
Properties=species:S:1:pos:R:3 method="wB97M-V/def2-TZVPD" gap_ha=0.3215 largest_force_ha_per_bohr=0.146 relative_energy_kcal_mol=89.4 total_energy_ha=-973.970709 charge=-1
C -2.6077 2.0381 -0.5289
N -2.7280 0.7986 0.3272
C -2.8813 -0.4101 -0.5448
C -1.5770 0.7399 1.2645
C -0.2153 0.5910 0.5278
O 0.7420 0.2300 1.2165
O 0.0763 0.9874 -0.6681
H -1.6132 2.2653 -1.0022
H -2.8641 2.8127 0.1262
H -3.4166 1.9891 -1.2899
H -3.9065 -0.3568 -0.8827
H -3.0039 -1.2250 0.2698
H -2.0630 -0.6158 -1.2754
H -1.5295 1.5887 1.9775
H -1.6186 -0.1961 1.9770
H 0.5575 0.2777 3.5976
H 1.7509 0.7618 2.8659
O 1.5199 0.3369 3.5886
H 3.4601 0.6000 0.7136
H 2.1342 -0.0120 0.6612
O 2.9779 0.0343 0.0435
H 2.7872 0.6139 -2.0923
H 1.6123 1.2027 -1.3916
O 2.4925 1.4531 -1.8419
H -0.6863 -3.4743 -1.0465
H -0.4676 -3.4009 0.4360
O -1.1317 -3.5894 -0.2078
H 0.7562 2.4088 0.4448
H 1.3897 3.4457 1.4040
O 0.5241 3.2218 1.0104
H -0.0433 -2.2964 -2.0897
H 1.0324 -2.2243 -2.9799
O 0.5697 -2.8691 -2.5879
H 0.2042 0.4798 -3.4994
H -0.1247 -0.0485 -2.0566
O -0.3488 -0.1655 -3.0379
H 0.6100 -1.5427 1.7395
H 1.7228 -2.6795 2.1455
O 0.8409 -2.6042 1.8153